Entry 1:
{"formula": "C20H18ClF4N3O4", "method": "wB97M-V/def2-TZVPD", "symbols": ["O", "C", "N", "C", "C", "C", "C", "O", "C", "F", "F", "F", "C", "Cl", "C", "N", "C", "C", "C", "C", "N", "C", "C", "C", "O", "C", "O", "C", "C", "F", "C", "C", "H", "H", "H", "H", "H", "H", "H", "H", "H", "H", "H", "H", "H", "H", "H", "H", "H", "H"], "coordinates": [[3.34, -2.24, -2.80], [2.36, -2.35, -2.09], [1.75, -3.59, -2.22], [0.41, -3.93, -2.38], [-0.61, -2.98, -2.20], [-1.93, -3.40, -2.25], [-2.25, -4.73, -2.54], [-3.53, -5.20, -2.61], [-4.46, -4.76, -1.62], [-3.86, -4.72, -0.40], [-5.50, -5.66, -1.58], [-4.88, -3.53, -2.02], [-1.23, -5.62, -2.81], [-1.68, -7.21, -3.42], [0.11, -5.22, -2.69], [2.08, -1.37, -1.15], [1.52, -1.75, 0.14], [0.94, -0.54, 0.84], [1.10, 0.78, 0.43], [0.54, 2.01, 1.09], [1.16, 3.17, 0.85], [0.66, 4.32, 1.36], [-0.46, 4.33, 2.17], [-0.94, 5.63, 2.81], [-0.88, 6.66, 1.88], [-0.08, 6.10, 3.97], [1.24, 6.51, 3.52], [-1.10, 3.14, 2.44], [-0.61, 1.96, 1.89], [-1.26, 0.82, 2.26], [1.98, 1.03, -0.79], [2.91, -0.14, -1.13], [2.33, -4.21, -2.75], [-0.38, -1.93, -1.98], [-2.69, -2.62, -2.07], [0.85, -6.02, -2.83], [0.74, -2.53, 0.04], [2.25, -2.17, 0.81], [0.39, -0.78, 1.74], [1.25, 5.21, 1.28], [-2.01, 5.55, 3.13], [0.02, 7.06, 1.91], [0.01, 5.26, 4.63], [-0.60, 6.89, 4.55], [1.92, 6.68, 4.23], [-1.95, 3.09, 3.09], [2.61, 1.89, -0.69], [1.32, 1.27, -1.63], [3.44, 0.02, -2.07], [3.66, -0.21, -0.34]], "molar_mass_g_mol": 475.83, "smiles": "O=C(Nc1ccc(OC(F)(F)F)c(Cl)c1)N1CC=C(c2ncc([C@H](O)CO)cc2F)CC1", "lumo_ev": 0.365, "spin_multiplicity": 1}



Entry 2:
{"formula": "C23H24N3O2S2Zr", "method": "wB97M-V/def2-TZVPD", "symbols": ["Zr", "C", "C", "N", "C", "C", "S", "C", "C", "S", "C", "N", "C", "H", "H", "H", "H", "H", "H", "H", "H", "C", "O", "C", "C", "C", "C", "C", "C", "N", "C", "C", "C", "C", "C", "C", "C", "O", "H", "H", "H", "H", "H", "H", "H", "H", "H", "H", "H", "H", "H", "C", "H", "H", "H"], "coordinates": [[0.73, -0.62, 0.52], [3.61, -1.19, -1.93], [3.83, -1.24, -0.45], [2.88, -1.19, 0.46], [3.41, -1.22, 1.76], [4.75, -1.28, 1.79], [5.38, -1.34, 0.21], [2.48, -1.27, 2.89], [2.76, -1.47, 4.20], [1.32, -1.59, 5.10], [0.37, -1.36, 3.74], [1.10, -1.19, 2.64], [-1.12, -1.38, 3.78], [2.63, -1.58, -2.18], [4.34, -1.80, -2.46], [3.73, -0.17, -2.29], [5.40, -1.32, 2.65], [3.72, -1.58, 4.67], [-1.51, -0.46, 4.21], [-1.48, -2.21, 4.38], [-1.53, -1.51, 2.77], [-1.82, 0.95, 1.20], [-1.43, 0.03, 0.14], [-2.40, -0.15, -0.89], [-3.72, -0.31, -0.54], [-4.67, -0.52, -1.53], [-4.30, -0.59, -2.86], [-2.97, -0.42, -3.21], [-2.02, -0.18, -2.23], [-0.64, -0.08, -2.64], [0.25, 0.74, -2.20], [-0.02, 1.97, -1.50], [-0.93, 2.90, -2.02], [-1.00, 4.15, -1.45], [-0.18, 4.46, -0.35], [0.67, 3.52, 0.21], [0.73, 2.26, -0.36], [1.38, 1.22, 0.26], [-0.92, 1.17, 1.79], [-2.56, 0.48, 1.84], [-2.20, 1.88, 0.77], [-4.03, -0.30, 0.50], [-5.71, -0.65, -1.24], [-5.04, -0.77, -3.63], [-2.66, -0.47, -4.25], [-0.33, -0.80, -3.29], [1.29, 0.48, -2.41], [-1.51, 2.67, -2.91], [-1.65, 4.91, -1.86], [-0.23, 5.45, 0.08], [1.27, 3.75, 1.09], [0.21, -2.41, -0.64], [0.52, -3.21, 0.05], [0.68, -2.65, -1.60], [-0.87, -2.51, -0.79]], "molar_mass_g_mol": 529.82, "de_lowest_kj_mol": 0.0, "lumo_ev": -10.212, "charge": 3, "spin_multiplicity": 1}



Entry 3:
{"formula": "C33H61F7InN2O4", "method": "wB97M-V/def2-TZVPD", "symbols": ["C", "C", "C", "C", "In", "C", "C", "C", "C", "C", "C", "O", "C", "C", "O", "C", "F", "F", "C", "F", "F", "C", "F", "F", "F", "H", "H", "H", "H", "H", "H", "H", "H", "H", "H", "H", "H", "H", "H", "H", "H", "H", "H", "H", "H", "H", "H", "H", "H", "H", "C", "C", "C", "C", "C", "C", "N", "O", "C", "C", "C", "H", "H", "H", "H", "H", "H", "H", "H", "H", "H", "H", "H", "H", "H", "H", "H", "H", "H", "C", "C", "C", "C", "C", "C", "N", "O", "C", "C", "C", "H", "H", "H", "H", "H", "H", "H", "H", "H", "H", "H", "H", "H", "H", "H", "H", "H", "H"], "coordinates": [[-0.23, -8.20, 1.22], [-1.33, -7.14, 1.19], [-0.99, -5.85, 0.43], [0.35, -5.24, 0.87], [-2.71, -4.46, 0.61], [-3.73, -4.13, -1.33], [-4.56, -5.40, -1.66], [-6.08, -5.21, -1.58], [-6.55, -4.30, -0.44], [-7.94, -4.67, 0.12], [-7.84, -5.29, 1.51], [-8.99, -6.11, 1.81], [-8.69, -7.39, 2.18], [-8.15, -8.24, 1.07], [-8.93, -7.80, 3.30], [-2.13, -2.47, 1.60], [-0.79, -2.53, 2.04], [-2.16, -1.35, 0.78], [-2.88, -2.07, 2.88], [-2.79, -3.08, 3.77], [-2.32, -0.98, 3.47], [-4.41, -1.76, 2.68], [-4.70, -1.47, 1.41], [-5.16, -2.78, 3.04], [-4.78, -0.70, 3.41], [-0.57, -9.12, 1.71], [0.09, -8.45, 0.19], [0.65, -7.85, 1.76], [-2.23, -7.58, 0.73], [-1.63, -6.89, 2.22], [-0.90, -6.12, -0.63], [1.19, -5.93, 0.73], [0.57, -4.34, 0.27], [0.32, -4.93, 1.92], [-3.93, -5.26, 1.65], [-2.97, -3.95, -2.10], [-4.36, -3.24, -1.29], [-4.28, -5.77, -2.66], [-4.31, -6.22, -0.97], [-6.48, -4.85, -2.54], [-6.53, -6.21, -1.42], [-5.81, -4.34, 0.37], [-6.57, -3.27, -0.79], [-8.58, -3.78, 0.16], [-8.44, -5.38, -0.55], [-6.91, -5.87, 1.60], [-7.79, -4.51, 2.27], [-7.83, -9.21, 1.46], [-8.92, -8.37, 0.30], [-7.29, -7.75, 0.59], [3.02, 3.15, 0.55], [2.42, 2.09, -0.40], [0.88, 2.10, -0.38], [0.26, 1.46, 0.86], [0.80, 0.05, 1.05], [2.32, 0.00, 1.13], [2.90, 0.71, -0.07], [3.00, -0.05, -1.10], [2.79, 0.61, 2.46], [2.80, -1.45, 1.10], [2.89, 2.44, -1.81], [3.33, 2.75, 1.51], [3.90, 3.61, 0.10], [2.30, 3.95, 0.74], [0.52, 1.56, -1.26], [0.55, 3.14, -0.49], [0.45, 2.08, 1.74], [-0.82, 1.42, 0.74], [0.38, -0.40, 1.95], [0.46, -0.57, 0.22], [3.88, 0.71, 2.48], [2.50, -0.06, 3.27], [2.34, 1.58, 2.68], [2.42, -1.99, 0.24], [2.44, -1.95, 2.00], [3.89, -1.49, 1.09], [3.97, 2.32, -1.89], [2.64, 3.48, -1.99], [2.41, 1.82, -2.56], [4.57, 7.74, -3.95], [4.10, 7.40, -2.51], [3.63, 8.64, -1.75], [4.76, 9.54, -1.25], [5.75, 8.73, -0.43], [6.33, 7.54, -1.20], [5.19, 6.72, -1.73], [4.73, 5.89, -0.86], [7.27, 8.04, -2.30], [7.14, 6.65, -0.27], [2.93, 6.43, -2.64], [5.64, 7.83, -4.05], [4.26, 6.95, -4.64], [4.12, 8.67, -4.29], [3.05, 8.31, -0.88], [2.94, 9.19, -2.39], [5.25, 10.04, -2.09], [4.33, 10.34, -0.63], [6.59, 9.36, -0.10], [5.25, 8.36, 0.48], [7.58, 7.21, -2.95], [8.17, 8.44, -1.83], [6.85, 8.83, -2.92], [6.57, 6.34, 0.60], [8.02, 7.21, 0.08], [7.49, 5.76, -0.79], [3.25, 5.48, -3.07], [2.19, 6.88, -3.31], [2.45, 6.23, -1.69]], "molar_mass_g_mol": 797.67, "lumo_ev": [1.738, 1.593], "charge": -1, "spin_multiplicity": 3}



Entry 4:
{"formula": "C7H17AlF4NO2", "method": "wB97M-V/def2-TZVPD", "symbols": ["C", "O", "C", "C", "N", "C", "C", "C", "C", "O", "H", "H", "H", "H", "H", "H", "H", "H", "H", "H", "H", "H", "H", "H", "H", "H", "H", "F", "Al", "F", "F", "F"], "coordinates": [[-2.55, -1.87, -1.27], [-1.29, -2.51, -1.27], [-0.58, -2.32, -0.05], [0.50, -1.23, -0.08], [1.84, -1.86, -0.11], [0.33, -0.29, -1.26], [1.52, 0.61, -1.63], [1.69, 2.00, -0.93], [1.22, 2.18, 0.49], [2.14, 1.64, 1.44], [-3.18, -2.28, -0.49], [-3.02, -2.04, -2.22], [-2.46, -0.81, -1.09], [-1.28, -2.07, 0.73], [-0.15, -3.28, 0.21], [0.41, -0.70, 0.84], [1.80, -2.77, 0.33], [2.46, -1.28, 0.43], [-0.54, 0.33, -1.10], [0.10, -0.88, -2.13], [1.37, 0.82, -2.68], [2.44, 0.06, -1.59], [1.28, 2.79, -1.54], [2.76, 2.21, -0.89], [1.16, 3.24, 0.69], [0.23, 1.80, 0.66], [2.92, 1.35, 0.95], [-1.24, 0.18, 3.28], [-2.23, 1.43, 2.72], [-3.86, 1.02, 2.98], [-1.96, 1.64, 1.05], [-1.86, 2.87, 3.54]], "molar_mass_g_mol": 250.19, "de_lowest_kj_mol": 31.5, "lumo_ev": 3.156, "charge": -1, "spin_multiplicity": 1}



Entry 5:
{"formula": "C2H3IN2O", "method": "wB97M-V/def2-TZVPD", "symbols": ["N", "N", "O", "C", "C", "H", "H", "I", "H"], "coordinates": [[0.20, 0.49, -0.57], [0.36, 1.03, 0.38], [0.62, 1.52, 1.36], [-1.67, -1.42, 1.24], [-2.00, -0.73, 0.29], [-1.24, -2.25, 1.74], [-2.50, 0.06, -0.22], [3.65, 1.15, -1.82], [2.58, 0.16, -2.37]], "molar_mass_g_mol": 197.96, "smiles": "N#[N+][O-].C#C.I", "de_lowest_kj_mol": 429.1, "lumo_ev": 0.785, "spin_multiplicity": 1}



Q: What is the formula in the first record?
A: C20H18ClF4N3O4